C7H9F7N | ωB97M-V/def2-TZVPD

Geometry (Å):
F: 3.4313 -0.9780 -0.1905
C: 2.3400 -0.6172 0.6256
F: 2.7881 -0.8133 1.9392
F: 1.2916 -1.4652 0.2589
C: 2.0465 0.9403 0.3336
F: 3.2650 1.4559 -0.1766
F: 1.8234 1.6791 1.5291
C: 0.9510 1.2063 -0.7886
F: 1.0756 2.5652 -1.1864
F: 1.3476 0.4509 -1.9196
C: -0.5564 0.9311 -0.3775
C: -1.4017 -0.0491 -1.3658
C: -1.7484 -1.4222 -0.5538
C: -1.6810 -0.9651 0.9801
N: -0.9009 0.3489 0.9571
H: -1.0909 1.9330 -0.4736
H: -2.4536 0.3661 -1.5315
H: -0.9844 -0.2433 -2.3999
H: -2.7014 -1.9738 -0.8759
H: -0.9408 -2.1823 -0.8133
H: -1.3029 -1.6944 1.7646
H: -2.7716 -0.7424 1.2532
H: -0.1982 0.2672 1.7074
H: -1.6280 1.0021 1.3041

As for the energy: -27908.6380 eV. The SMILES is FC(F)(F)C(F)(F)C(F)(F)[C@H]1CCC[NH2+]1. The multiplicity is 1. The strongest force on any atom is 0.0673 Eh/bohr. The total charge is +1.

Atomic partial charges in e from the Mulliken method, atoms 1 to 8: atom 1 (F): -0.221, atom 2 (C): 0.680, atom 3 (F): -0.221, atom 4 (F): -0.193, atom 5 (C): 0.288, atom 6 (F): -0.263, atom 7 (F): -0.269, atom 8 (C): 0.906



C7H9N | ωB97M-V/def2-TZVPD

Geometry (Å):
C: -1.8532 -0.4052 -0.4297
C: -1.2264 0.5756 -1.0893
C: 0.1981 -1.2307 0.7421
C: -0.1276 0.0130 1.2642
C: 0.5343 1.1162 0.7714
C: 1.5538 0.8064 -0.2011
C: 1.7073 -0.4544 -0.6441
H: -2.4127 -0.2533 0.5062
H: -1.4113 -1.4209 -0.6193
H: -1.5532 1.4812 -0.8908
H: -0.3242 0.2251 -1.6206
H: -0.4062 -2.0641 1.1999
H: -0.8073 0.1036 2.0550
H: 0.3521 2.0495 1.1242
H: 2.3739 1.5263 -0.4559
H: 2.4141 -0.5667 -1.4389
N: 0.9883 -1.5015 -0.2732

As for the energy: -8891.3329 eV. The SMILES is c1ccncc1.C=C. The multiplicity is 1. The strongest force on any atom is 0.1141 Eh/bohr. The total charge is 0.

Atomic partial charges in e from the Mulliken method, atoms 1 to 8: atom 1 (C): -0.845, atom 2 (C): -0.672, atom 3 (C): -0.175, atom 4 (C): -0.355, atom 5 (C): -0.836, atom 6 (C): -0.130, atom 7 (C): -0.396, atom 8 (H): 0.342



C7H9N | ωB97M-V/def2-TZVPD

Geometry (Å):
C: 2.5518 -0.2399 0.5055
C: 0.2652 0.0924 -0.4106
C: -0.3557 -1.1659 -0.3498
C: -1.6358 -1.2467 -0.0934
C: -2.4205 -0.1670 0.0940
C: -1.8742 1.1618 0.0499
C: -0.5582 1.2957 -0.1581
H: 2.3768 -1.0845 0.7047
H: 3.7005 -0.0685 0.0357
H: 2.4042 0.3556 1.5401
H: 1.9464 1.0999 -0.9990
H: 0.2597 -2.0477 -0.5655
H: -2.1101 -2.2432 -0.1420
H: -3.6765 -0.3747 0.4030
H: -2.4622 2.0037 0.3007
H: -0.1532 2.3594 -0.2645
N: 1.7418 0.2696 -0.6507

As for the energy: -8891.6209 eV. The SMILES is CNc1ccccc1. The multiplicity is 1. The strongest force on any atom is 0.3103 Eh/bohr. The total charge is 0.

Atomic partial charges in e from the Mulliken method, atoms 1 to 8: atom 1 (C): -0.858, atom 2 (C): 0.181, atom 3 (C): -0.192, atom 4 (C): -0.300, atom 5 (C): -0.248, atom 6 (C): -0.486, atom 7 (C): -0.310, atom 8 (H): 0.387



C7H9N | ωB97M-V/def2-TZVPD

Geometry (Å):
C: 0.1033 2.8840 0.7171
N: 0.9220 1.6297 0.2594
C: 0.3377 0.3728 0.0296
C: -0.5915 0.1737 -1.0801
C: -1.1129 -1.1014 -1.1818
C: -0.8215 -2.1841 -0.4013
C: 0.2261 -2.0290 0.6267
C: 0.8247 -0.7333 0.7006
H: -0.5388 3.3343 -0.0504
H: 0.8203 3.6094 1.0758
H: -0.5094 2.6437 1.5590
H: 1.8044 1.6509 0.7712
H: -0.9059 0.9393 -1.7659
H: -1.7788 -1.1464 -2.1068
H: -1.3703 -3.1902 -0.4325
H: 0.5233 -2.8620 1.2327
H: 1.7052 -0.6826 1.4366

As for the energy: -8893.7945 eV. The SMILES is CNc1ccccc1. The multiplicity is 1. The strongest force on any atom is 0.0827 Eh/bohr. The total charge is 0.

Atomic partial charges in e from the Mulliken method, atoms 1 to 8: atom 1 (C): -0.846, atom 2 (N): -0.388, atom 3 (C): 0.604, atom 4 (C): -0.510, atom 5 (C): -0.133, atom 6 (C): -0.493, atom 7 (C): -0.434, atom 8 (C): -0.432



| no. | E_LUMO (eV) | HOMO-LUMO gap (eV) |
| --- | --- | --- |
| 1 | -3.8 | 12.319 |
| 2 | 0.4 | 8.849 |
| 3 | 1.0 | 9.341 |
| 4 | 1.0 | 8.895 |